This record from the OMol25 dataset describes C42H42O3P2Ti as an isolated structure in a non-equilibrium geometry. The level of theory is the ωB97M-V functional and the def2-TZVPD basis.

```
90
Properties=species:S:1:pos:R:3:forces:R:3
Ti 1.38815 -0.54902 0.84401 -0.27 0.87 -0.23
C 4.61147 -3.41731 0.81723 0.79 -0.06 -0.59
C 4.44836 -3.26571 -0.49960 1.18 -0.11 -0.20
C 4.40948 -4.40391 -1.48605 -0.15 -0.20 -0.17
C 3.58564 -5.64429 -1.05659 -0.06 -0.17 -0.38
C 2.39268 -5.34357 -0.18087 -0.04 -0.77 0.17
C 2.43133 -5.21646 1.14611 -0.52 -1.05 -0.17
C 3.64981 -5.45882 1.97655 0.35 0.26 0.44
C 4.90982 -4.73969 1.46342 -0.18 0.10 0.53
C -1.36516 -0.93760 0.35489 0.32 1.21 0.41
H 4.67004 -2.56387 1.49125 0.18 -0.33 -0.49
H 4.54813 -2.28067 -0.96914 -0.31 -0.59 0.47
H 5.42736 -4.74702 -1.71897 -0.06 0.13 0.01
H 3.98535 -4.05558 -2.43879 0.18 0.11 0.24
H 3.18774 -6.10714 -1.96738 0.13 0.06 0.02
H 4.26751 -6.40522 -0.65572 -0.30 0.19 0.37
H 1.44128 -5.37479 -0.72184 0.29 0.37 0.46
H 1.51258 -5.13809 1.73103 0.30 0.24 -0.49
H 3.86845 -6.53505 2.04132 -0.17 0.12 0.02
H 3.46366 -5.11999 3.00520 -0.09 -0.10 -0.19
H 5.53201 -4.50705 2.33292 0.12 -0.21 -0.08
H 5.48549 -5.41950 0.83581 0.02 0.23 -0.21
H -0.63514 -0.35753 1.00770 -1.42 -0.21 -0.62
H -2.33155 -1.01542 0.88939 0.55 0.16 -0.06
H -1.54391 -0.43678 -0.60562 0.32 0.04 0.41
P 2.42112 -0.90763 -1.21820 -0.99 -1.73 1.60
P -0.84657 -2.61256 0.06996 1.44 -0.25 -1.52
C 1.62205 -2.44161 -1.60019 2.52 0.80 -1.14
C 0.48596 -3.00354 -1.05066 -2.46 -0.35 0.48
C 3.16715 -0.12243 -2.62812 0.47 0.51 -0.84
C 3.96021 -0.86379 -3.53119 -0.22 0.61 0.21
C 4.49258 -0.24387 -4.66211 -0.11 0.10 -0.11
C 4.23353 1.11296 -4.89886 -0.09 0.13 0.04
C 3.46861 1.87483 -3.99781 0.20 -0.34 -0.25
C 2.92250 1.25222 -2.87680 0.22 -0.43 0.10
C 3.50751 -0.66501 0.33864 -0.08 0.27 -1.23
C 3.14122 -1.01098 1.72135 -0.25 1.21 -0.26
C 4.01912 -0.63969 2.77560 0.75 -0.02 -0.18
C 5.24727 -0.07486 2.47521 -0.67 -0.39 1.29
C 5.60719 0.23660 1.16232 -0.43 0.08 -1.44
C 4.73440 0.00167 0.10789 0.53 -0.04 1.34
C -2.25296 -3.17389 -0.93196 -0.20 -0.28 0.38
C -2.37999 -2.66175 -2.23524 -0.09 -0.15 0.08
C -3.43202 -3.08947 -3.04189 0.18 -0.12 0.45
C -4.34772 -4.01770 -2.53483 0.06 -0.04 0.15
C -4.24523 -4.48015 -1.22234 0.04 -0.04 0.09
C -3.19771 -4.05019 -0.40459 -0.03 0.08 -0.34
C -0.92007 -3.27736 1.76747 -0.08 -0.67 0.03
C -1.05462 -2.49893 2.93356 0.05 -0.16 -0.24
C -0.98848 -3.12376 4.17937 0.00 0.19 -0.10
C -0.73777 -4.49295 4.26998 0.16 -0.24 0.04
C -0.58914 -5.26258 3.11766 -0.34 0.20 -0.24
C -0.73957 -4.66377 1.86704 -0.02 0.29 0.24
H 2.06663 -2.97667 -2.45214 -0.31 -0.26 0.44
H 0.15841 -3.89177 -1.61930 -0.09 0.41 0.50
H 4.14706 -1.91568 -3.33421 0.03 0.11 -0.06
H 5.10254 -0.82485 -5.37062 -0.35 0.35 0.38
H 4.61197 1.58752 -5.81089 -0.04 -0.20 0.41
H 3.29687 2.94750 -4.18319 0.05 -0.68 0.10
H 2.29918 1.81752 -2.18493 0.15 -0.20 -0.11
H 2.35522 -1.78909 1.95756 0.24 -0.83 0.07
H 3.69559 -0.84083 3.80095 0.35 -0.02 -0.30
H 5.96791 0.12995 3.27084 -0.37 0.05 -0.13
H 6.57351 0.66963 0.95606 0.11 0.08 0.01
H 5.02319 0.28348 -0.89826 0.01 -0.10 0.02
H -1.65084 -1.94047 -2.61589 -0.16 -0.33 0.14
H -3.51233 -2.71522 -4.05899 -0.07 -0.09 0.17
H -5.14205 -4.39137 -3.17310 0.03 0.08 0.09
H -4.96000 -5.19462 -0.81257 0.08 0.20 -0.27
H -3.09396 -4.39183 0.63004 -0.15 0.02 -0.44
H -1.19513 -1.41157 2.86162 0.04 -0.59 0.17
H -1.11001 -2.53331 5.08844 0.06 -0.15 -0.26
H -0.63941 -4.97281 5.24793 -0.05 0.24 -0.32
H -0.35402 -6.32174 3.16038 -0.13 0.11 0.17
H -0.68208 -5.25505 0.94628 0.15 0.14 0.38
O 0.64420 3.85900 2.31625 -0.13 -0.17 -0.57
C 0.10594 4.07534 1.09550 -0.33 -0.01 -0.04
C -0.42528 5.34287 0.85673 -0.28 0.06 -0.71
C -1.05507 5.60097 -0.36568 0.39 -0.33 0.49
C -1.12539 4.61896 -1.36993 -0.25 -0.07 -0.37
C -0.59302 3.34972 -1.15184 0.21 0.56 0.51
C 0.02023 3.07361 0.08833 -0.19 1.67 0.51
C 0.57783 1.78907 0.37542 0.33 -2.44 -0.61
O 0.70715 0.91789 -0.55166 -1.09 2.17 1.09
O 0.90938 1.39587 1.56945 -0.34 0.83 -0.37
H 0.86031 2.89793 2.35080 0.12 0.05 0.13
H -0.33764 6.09027 1.64353 -0.12 -0.13 -0.23
H -1.50119 6.58150 -0.51378 0.10 -0.17 -0.13
H -1.61709 4.85515 -2.32916 0.31 -0.17 0.63
H -0.61948 2.56051 -1.90603 -0.03 0.29 0.25
```
Forces are in eV/Å.

2S+1   3
ΔE to the lowest compared entry with this formula, charge and spin   0.183 eV
Gap between HOMO and LUMO (alpha / beta)   5.19 / 5.05 eV
LUMO energy (alpha / beta)   0.20 / 0.16 eV

Calculated atomic charges, method Mulliken, unit e:
1. Ti -1.662
2. C 0.015
3. C -0.294
4. C -1.039
5. C -1.525
6. C 0.204
7. C 0.585
8. C -0.919
9. C -1.328
10. C -1.311
11. H 0.296
12. H 1.125
13. H 0.589
14. H -0.006
15. H 0.511
16. H 0.316
17. H 0.660
18. H -0.718
19. H 0.398
20. H 0.279
21. H 0.510
22. H 0.335
23. H -0.053
24. H 0.673
25. H 0.514
26. P 1.449
27. P 1.704
28. C -0.694
29. C -1.250
30. C -0.045
31. C -0.065
32. C -0.823
33. C -0.411
34. C -0.739
35. C -0.176
36. C 1.268
37. C 0.298
38. C -0.778
39. C -0.614
40. C -1.052
41. C -0.451
42. C 0.163
43. C -0.357
44. C -0.780
45. C -0.515
46. C -0.688
47. C -0.370
48. C 0.901
49. C -0.620
50. C -0.762
51. C -0.594
52. C -0.362
53. C -0.915
54. H 0.642
55. H 1.108
56. H 0.226
57. H 0.397
58. H 0.345
59. H 0.423
60. H 0.308
61. H 0.315
62. H 0.404
63. H 0.370
64. H 0.439
65. H 0.446
66. H 0.355
67. H 0.415
68. H 0.376
69. H 0.393
70. H 0.284
71. H 0.307
72. H 0.420
73. H 0.388
74. H 0.409
75. H 0.475
76. O -0.720
77. C 0.244
78. C -0.568
79. C -0.362
80. C -0.904
81. C -0.252
82. C 0.072
83. C 1.629
84. O -0.342
85. O -1.016
86. H 0.470
87. H 0.446
88. H 0.369
89. H 0.367
90. H 0.446